# 1
17
Properties=species:S:1:pos:R:3 method="wB97M-V/def2-TZVPD" de_lowest_kcal_mol=0.0 total_charge=0
C -1.30 1.22 -0.27
N -0.13 1.72 0.43
C -0.22 2.16 1.71
C 1.08 2.65 2.32
O -1.29 2.16 2.32
H -1.00 0.91 -1.29
H -2.07 2.00 -0.35
H -1.73 0.35 0.25
H 0.78 1.73 -0.04
H 1.49 3.50 1.74
H 0.89 2.99 3.35
H 1.83 1.85 2.34
C 2.91 -0.05 0.22
F 2.67 1.09 -0.53
H 3.27 -0.86 -0.43
H 1.98 -0.38 0.72
H 3.67 0.15 0.99

***

# 2
54
Properties=species:S:1:pos:R:3 method="wB97M-V/def2-TZVPD" total_charge=0
O 0.24 1.37 2.17
C 0.77 1.97 1.09
I 1.82 0.71 -0.37
C 0.60 3.61 1.01
C -1.02 3.89 0.74
C -1.94 4.49 1.79
C -3.55 4.66 1.37
O -4.29 5.74 1.68
C -4.15 3.39 0.47
S -5.84 2.62 0.73
O -5.93 2.24 2.26
O -5.86 1.25 -0.06
F -7.16 3.64 0.34
C -3.24 2.81 -0.59
C -1.73 3.51 -0.73
O -1.14 3.78 -1.89
H 0.84 4.01 2.11
H 1.27 4.10 0.18
H -1.54 4.82 2.86
H -3.58 1.88 -1.26
C -2.68 -4.86 5.01
O -3.27 -4.34 3.83
P -2.31 -3.34 2.79
O -1.04 -4.14 3.13
O -2.50 -2.10 3.87
C -3.81 -1.67 4.16
O -1.36 -2.34 1.75
C -0.52 -1.35 2.32
H -3.49 -5.17 5.68
H -2.07 -5.73 4.78
H -2.08 -4.10 5.52
H -4.11 -2.07 5.14
H -4.52 -2.01 3.40
H -3.83 -0.58 4.21
H -0.02 -1.72 3.22
H -1.11 -0.46 2.54
H 0.24 -1.08 1.58
C 2.51 -0.67 -5.04
O 3.26 -1.83 -4.68
P 4.66 -1.65 -3.69
O 4.02 -0.48 -2.92
O 5.47 -1.07 -5.00
C 5.58 -1.91 -6.13
O 6.06 -1.47 -2.69
C 6.96 -0.40 -2.95
H 1.89 -0.92 -5.90
H 1.86 -0.39 -4.21
H 3.17 0.15 -5.31
H 4.87 -1.58 -6.89
H 5.38 -2.96 -5.88
H 6.59 -1.83 -6.54
H 6.43 0.52 -3.20
H 7.64 -0.69 -3.76
H 7.56 -0.23 -2.05

***

# 3
55
Properties=species:S:1:pos:R:3 method="wB97M-V/def2-TZVPD" de_lowest_kcal_mol=36.8 total_charge=+1
Pd -0.95 -0.03 -0.01
N -2.45 3.86 0.16
C -1.29 4.10 0.85
C -0.77 5.26 1.42
C 0.42 5.12 2.11
C 1.06 3.88 2.24
C 0.54 2.74 1.67
C -0.64 2.86 0.94
N -1.42 1.92 0.28
C -2.50 2.54 -0.14
C -3.90 0.45 -0.39
C -5.18 0.03 -0.44
S -5.52 -1.65 -0.15
C -4.07 -2.20 -1.01
N -2.96 -1.60 -0.93
H -3.14 4.55 -0.13
H -1.28 6.21 1.34
H 0.86 5.99 2.57
H 1.97 3.82 2.82
H 1.02 1.77 1.79
H -5.99 0.67 -0.73
H -4.16 -3.06 -1.66
O 5.57 -1.38 -1.80
C 5.09 -0.06 -1.92
C 3.69 0.01 -1.38
C 2.99 1.20 -1.39
C 1.70 1.23 -0.90
N 1.10 0.15 -0.39
C 1.76 -1.02 -0.40
C 3.06 -1.12 -0.88
C 1.00 -2.18 0.11
C 1.60 -3.39 0.43
C 0.82 -4.41 0.96
C 1.44 -5.73 1.35
O 2.76 -5.88 0.89
C -0.53 -4.17 1.16
C -1.06 -2.94 0.81
N -0.31 -1.97 0.27
H 6.47 -1.42 -2.14
H 5.08 0.28 -2.96
H 5.71 0.65 -1.35
H 3.42 2.11 -1.79
H 1.13 2.15 -0.90
H 3.58 -2.07 -0.89
H 2.66 -3.55 0.30
H 0.79 -6.55 1.03
H 1.47 -5.77 2.45
H 2.75 -6.34 0.04
H -1.18 -4.92 1.59
H -2.11 -2.71 0.95
N -4.48 4.91 -1.90
C -4.50 3.78 -1.67
N -4.56 2.47 -1.44
C -3.67 1.86 -0.73
N -2.88 -0.47 -0.08

***

# 4
52
Properties=species:S:1:pos:R:3 method="wB97M-V/def2-TZVPD" de_lowest_kcal_mol=0.0 total_charge=+1
C -1.63 -2.12 -0.76
C -0.33 -2.60 -0.13
C 0.00 -1.92 1.20
N 0.26 -0.50 1.06
C -0.79 0.43 1.34
N -0.90 1.43 0.23
C -2.15 2.23 0.31
C -3.35 1.36 0.03
C -4.18 0.93 1.05
C -5.26 0.10 0.77
C -5.50 -0.31 -0.53
C -4.67 0.12 -1.56
C -3.60 0.95 -1.28
C 0.33 2.23 0.24
C 1.54 1.34 0.31
C 1.46 0.03 0.65
C 2.67 -0.85 0.62
C 3.81 -0.30 -0.26
C 5.08 -1.10 0.00
C 3.43 -0.43 -1.74
C 4.04 1.17 0.09
C 2.79 2.00 -0.07
O 2.79 3.14 -0.48
H -2.46 -2.18 -0.05
H -1.88 -2.75 -1.62
H -1.55 -1.10 -1.12
H 0.49 -2.45 -0.84
H -0.40 -3.68 0.06
H -0.84 -2.04 1.88
H 0.86 -2.40 1.66
H -1.74 -0.10 1.44
H -0.59 1.01 2.26
H -0.93 0.89 -0.64
H -2.21 2.67 1.31
H -2.08 3.03 -0.42
H -4.00 1.25 2.06
H -5.90 -0.22 1.57
H -6.34 -0.95 -0.75
H -4.87 -0.18 -2.57
H -2.97 1.30 -2.09
H 0.40 2.84 -0.68
H 0.30 2.93 1.08
H 2.42 -1.85 0.27
H 3.04 -0.95 1.65
H 5.89 -0.74 -0.62
H 4.93 -2.15 -0.22
H 5.39 -1.01 1.04
H 2.52 0.12 -1.97
H 3.29 -1.47 -2.01
H 4.23 -0.03 -2.36
H 4.83 1.61 -0.53
H 4.35 1.26 1.13

***

Number 1: Kohn-Sham gap 10.282 eV. Number 2: Kohn-Sham gap 6.044 eV. Number 3: Kohn-Sham gap 6.363 eV. Number 4: Kohn-Sham gap 9.435 eV.